Entry 1:
Here is one molecule with the formula C4HNO in a non-equilibrium geometry from OMol25. Energies are from the ωB97M-V functional and the def2-TZVPD basis.

Geometry as XYZ:
```
7
Properties=species:S:1:pos:R:3
C 1.755 0.536 -0.736
C 0.723 0.185 -0.157
C -0.337 -0.494 0.524
O -0.510 -1.255 1.450
C -1.625 0.158 0.072
N -2.874 0.083 -0.233
H 2.868 0.787 -0.920
```

The value obtained for the lowest unoccupied orbital energy is -1.66 eV. As for the spin multiplicity: 1. For the highest occupied orbital energy, the calculation gives -11.4 eV. As for the frontier orbital gap: 0.35898 Ha. Its total energy is -7696.5942 eV. As for the charge: 0.

So, what does the Löwdin scheme give us? The charges, in e, come out as: 0.172, -0.053, -0.443, 0.144, -0.066, 0.147, 0.100

Entry 2:
Here is one molecule with the formula C5H13N2O in a non-equilibrium geometry from OMol25. Energies are from the ωB97M-V functional and the def2-TZVPD basis.

Geometry as XYZ:
```
21
Properties=species:S:1:pos:R:3
C 1.901 -0.153 -2.114
N 1.684 -0.239 -0.680
C 0.276 0.082 -0.280
C -0.371 -1.282 -0.021
C -1.863 -1.377 0.322
O -2.430 -0.279 1.068
C 0.337 0.885 0.967
N 0.389 2.309 1.035
H 2.185 0.781 -2.590
H 2.575 -0.930 -2.494
H 0.978 -0.459 -2.606
H 2.303 0.418 -0.218
H -0.177 0.649 -1.096
H -0.070 -1.944 -0.842
H 0.206 -1.815 0.735
H -2.024 -2.311 0.858
H -2.435 -1.309 -0.606
H 0.594 0.411 1.912
H -1.738 0.164 1.477
H -0.387 2.707 0.592
H 1.232 2.705 0.638
```

As for the expectation value of S²: 0.75. The value obtained for the lowest unoccupied orbital energy (alpha / beta) is 0.89 / 0.14 eV. As for the spin multiplicity: 2. For the highest occupied orbital energy (alpha / beta), the calculation gives -8.2 / -9.2 eV. As for the frontier orbital gap (alpha / beta): 0.33555 / 0.34313 Ha. Its total energy is -10420.5921 eV. As for the charge: 0.

So, what does the Löwdin scheme give us? The charges, in e, come out as: -0.143, -0.083, -0.365, -0.155, -0.219, -0.057, -0.145, 0.026, 0.073, 0.074, 0.072, 0.095, 0.142, 0.116, 0.111, 0.110, 0.112, 0.114, 0.002, 0.048, 0.073

Entry 3:
Here is C6H16N2 as an isolated structure in a non-equilibrium geometry from OMol25. Energies are from the ωB97M-V functional and the def2-TZVPD basis.

Geometry as XYZ:
```
24
Properties=species:S:1:pos:R:3
C -1.497 0.360 -0.418
C 0.604 0.479 1.435
C -1.921 -0.980 -0.127
C -2.151 1.532 0.289
N 0.341 0.522 -0.008
H 0.643 1.419 -0.381
H -1.419 0.562 -1.486
H 0.190 1.364 1.914
H 0.123 -0.412 1.834
H 1.672 0.451 1.663
H -2.460 -1.107 0.810
H -0.358 -1.824 -0.194
H -2.347 -1.520 -0.966
H -3.105 1.751 -0.190
H -1.529 2.431 0.236
H -2.329 1.304 1.340
C 2.630 -0.343 -0.811
C 1.135 -0.626 -0.813
N 0.765 -1.895 -0.357
H 1.253 -2.141 0.499
H 0.731 -0.465 -1.819
H 3.114 -1.034 -1.499
H 2.849 0.679 -1.127
H 3.064 -0.506 0.176
```

The value obtained for the lowest unoccupied orbital energy is 0.82 eV. As for the spin multiplicity: 1. For the highest occupied orbital energy, the calculation gives -6.6 eV. As for the frontier orbital gap: 0.27154 Ha. Its total energy is -9458.8012 eV. As for the charge: 0.

So, what does the Löwdin scheme give us? The charges, in e, come out as: -0.333, -0.079, -0.155, -0.098, -0.100, 0.125, 0.110, 0.083, 0.087, 0.078, 0.029, 0.066, 0.036, 0.082, 0.065, 0.073, -0.058, -0.448, 0.016, 0.067, 0.132, 0.081, 0.077, 0.067

Entry 4:
Here is one molecule with the formula CIN3S in a non-equilibrium geometry from OMol25. Energies are from the ωB97M-V functional and the def2-TZVPD basis.

Geometry as XYZ:
```
6
Properties=species:S:1:pos:R:3
C 0.010 -0.102 -0.946
N 0.745 -0.674 -0.163
N 0.801 -0.589 1.162
N 0.001 0.187 1.744
S -1.093 1.109 1.092
I -0.464 0.068 -2.889
```

The value obtained for the lowest unoccupied orbital energy (alpha / beta) is -1.38 / -1.38 eV. As for the spin multiplicity: 1. For the highest occupied orbital energy (alpha / beta), the calculation gives -9.0 / -9.0 eV. As for the frontier orbital gap (alpha / beta): 0.28100 / 0.28092 Ha. Its total energy is -24438.6500 eV. As for the charge: 0.

So, what does the Löwdin scheme give us? The charges, in e, come out as: -0.828, -0.097, -0.148, -0.556, 0.692, 0.937

Entry 5:
Here is a 2-piece molecular cluster, C13H19N overall in a non-equilibrium geometry from OMol25. Energies are from the ωB97M-V functional and the def2-TZVPD basis.

Geometry as XYZ:
```
33
Properties=species:S:1:pos:R:3
C -1.487 -2.553 -0.951
C -1.371 -2.040 0.433
C -2.311 -1.925 1.406
N -1.762 -1.582 2.633
C -0.398 -1.425 2.446
C 0.681 -1.363 3.326
C 1.954 -1.325 2.789
C 2.152 -1.093 1.424
C 1.084 -1.212 0.540
C -0.179 -1.491 1.055
H -2.352 -2.453 -1.594
H -1.278 -3.634 -0.910
H -0.644 -2.216 -1.565
H -3.329 -2.288 1.391
H -2.214 -1.889 3.475
H 0.477 -1.264 4.384
H 2.789 -1.310 3.479
H 3.146 -0.896 1.065
H 1.403 -1.066 -0.484
C -0.889 2.331 -2.642
C 0.429 2.724 -1.960
C 0.158 3.148 -0.492
C 1.400 1.549 -1.939
H -1.740 2.316 -1.975
H -0.837 1.301 -3.038
H -1.146 2.814 -3.590
H 0.936 3.496 -2.530
H -0.898 3.251 -0.249
H 0.629 2.443 0.189
H 0.636 4.097 -0.250
H 1.067 0.695 -1.355
H 1.484 1.056 -2.912
H 2.407 1.804 -1.600
```

The value obtained for the lowest unoccupied orbital energy is 0.91 eV. As for the spin multiplicity: 1. For the highest occupied orbital energy, the calculation gives -7.8 eV. As for the frontier orbital gap: 0.32098 Ha. Its total energy is -15278.5533 eV. As for the charge: 0.

So, what does the Löwdin scheme give us? The charges, in e, come out as: -0.047, -0.220, -0.070, 0.069, -0.210, -0.029, -0.102, -0.093, -0.038, -0.140, 0.073, 0.085, 0.070, 0.120, 0.144, 0.106, 0.097, 0.095, 0.090, -0.085, -0.440, -0.073, -0.110, 0.061, 0.067, 0.071, 0.117, 0.065, 0.065, 0.067, 0.038, 0.075, 0.083

Entry 6:
Here is a 2-piece molecular cluster, C10H16O overall in a non-equilibrium geometry from OMol25. Energies are from the ωB97M-V functional and the def2-TZVPD basis.

Geometry as XYZ:
```
27
Properties=species:S:1:pos:R:3
C 1.624 1.865 -1.074
C 1.684 3.355 -1.108
C 2.811 1.115 -1.806
H 1.594 1.528 -0.051
H 0.745 1.509 -1.577
H 1.295 3.782 -2.103
H 2.969 1.578 -2.806
H 3.725 1.199 -1.171
H 2.679 3.848 -1.013
H 1.084 3.834 -0.345
H 2.451 0.132 -2.046
C -2.386 -2.566 -1.111
C -0.573 0.055 1.233
C -0.618 -0.611 2.440
C -1.332 -0.494 0.099
C -1.890 -1.703 0.103
C -1.134 -1.930 2.403
C -1.755 -2.454 1.319
O -0.348 0.040 3.610
H -0.097 1.008 1.080
H -1.432 0.094 -0.889
H -0.995 -2.591 3.299
H -0.278 -0.579 4.397
H -1.628 -3.197 -1.494
H -2.926 -1.990 -1.964
H -2.181 -3.481 1.403
H -3.089 -3.346 -0.825
```

As for the expectation value of S²: 0.76. The value obtained for the lowest unoccupied orbital energy (alpha / beta) is 3.43 / 3.39 eV. As for the spin multiplicity: 2. For the highest occupied orbital energy (alpha / beta), the calculation gives 1.1 / -3.4 eV. As for the frontier orbital gap (alpha / beta): 0.08658 / 0.24811 Ha. Its total energy is -12674.3955 eV. As for the charge: -1.

So, what does the Löwdin scheme give us? The charges, in e, come out as: -0.326, -0.156, -0.111, 0.070, 0.084, 0.087, 0.063, 0.072, 0.068, 0.054, 0.048, -0.103, -0.104, -0.415, -0.145, -0.353, -0.165, -0.194, -0.025, 0.043, 0.098, 0.085, 0.114, 0.026, 0.079, 0.070, 0.038